<one>
C4H4O2 | ωB97M-V/def2-TZVPD

The orbital gap is 0.3616 Eh. As for the SMILES: O=CC=C=CO.

Last column: Mulliken charge in e.
CARTESIAN COORDINATES (ANGSTROEM)
O: -0.88149 1.87563 0.72247  -0.462
O: -0.71815 -1.21075 -1.99779  -0.450
C: 1.02048 -0.62189 -0.48785  -0.306
C: -0.05436 0.92418 1.22996  -0.135
C: -0.24904 -1.31168 -0.89017  -0.007
C: 0.78345 0.22613 0.48684  -0.009
H: 1.92975 -0.70394 -1.07963  0.348
H: -0.12100 0.84590 2.30941  0.322
H: -0.90688 1.76348 -0.24082  0.344
H: -0.80277 -1.78706 -0.05243  0.354


<two>
C4H4O2 | ωB97M-V/def2-TZVPD

The orbital gap is 0.2889 Eh. As for the SMILES: OC=C=C=CO.

Last column: Mulliken charge in e.
CARTESIAN COORDINATES (ANGSTROEM)
O: -0.11518 -1.20194 2.11883  -0.472
O: 0.04795 0.01923 -2.05976  -0.408
C: -0.53760 1.41773 -0.30472  -0.447
C: 0.48019 -0.40693 1.18331  -0.318
C: -0.07005 0.65646 0.62561  0.231
C: -0.76197 0.95625 -1.56040  0.118
H: 0.57202 -1.62174 2.64570  0.347
H: -1.53847 1.26617 -2.25088  0.345
H: 0.43118 -0.41474 -1.26126  0.256
H: 1.49193 -0.67049 0.86358  0.350


Most stable structure - <one>; separation to the second - 169.0 kJ/mol.